1.
Density functional theory data (the ωB97M-V functional and the def2-TZVPD basis) for a molecular structure, C5H5AgO5.

XYZ file:
```
16
Properties=species:S:1:pos:R:3:forces:R:3
H -1.526696 0.058815 -1.572796 0.0 0.3 -0.1
H -1.459824 1.853885 -1.526467 0.0 -0.2 0.2
H 0.270531 0.743921 -3.056247 0.0 0.0 0.2
O 1.129552 -0.221766 -1.422518 0.5 0.2 -1.3
C 2.522751 -0.262711 -1.688159 -0.1 -0.3 -0.4
O -0.730854 0.833617 0.142369 -1.4 1.1 0.2
O -0.636414 -1.165055 1.537234 -2.4 0.5 0.8
C -0.927870 0.929364 -1.248725 0.0 -0.7 -0.1
O -2.886807 -0.877561 1.189053 1.4 1.8 -0.3
Ag 0.967686 -0.074922 0.712681 -0.1 0.4 0.5
C 3.277873 -0.411571 -0.587274 -0.2 -0.9 0.8
O 2.896256 -0.544013 0.622927 2.3 0.5 -0.7
H 0.982264 1.816100 -1.825477 -0.1 -0.3 0.1
H 2.824246 -0.368815 -2.727879 -0.1 0.4 0.4
C -1.725782 -0.703756 1.256361 0.2 -3.1 0.2
C 0.406925 0.888892 -1.974995 -0.2 0.5 -0.4
```
Forces are in eV/Å.

Output
* spin multiplicity: 3
* molar mass: 252.96 u
* charge: 0
* expectation value of S²: 2.008
* F_max: 3.15 eV Å⁻¹
* highest occupied orbital energy (alpha / beta): -8.5 / -8.1 eV
* Kohn-Sham gap (alpha / beta): 8.758 / 5.252 eV

---

2.
Density functional theory data (the ωB97M-V functional and the def2-TZVPD basis) for 2 unconnected molecules or ions with the total composition C5H5Br2ClN2.

XYZ file:
```
15
Properties=species:S:1:pos:R:3:forces:R:3
C -1.746352 1.920706 1.172845 1.3 -1.7 -1.2
Cl -0.715408 -2.627318 -1.317657 0.2 0.4 0.4
C -0.998064 2.415328 0.150845 0.6 0.6 0.1
C 0.360004 -1.920684 -0.093754 -2.0 2.3 -1.1
C -0.591953 0.363607 0.356671 0.4 -3.9 0.9
H 1.958500 -2.747229 -1.162848 0.3 0.3 -0.3
H -1.034778 3.380572 -0.261870 0.4 1.0 -0.4
H -2.280618 2.370123 1.956644 -1.0 0.8 0.3
C 1.757228 -1.803354 -0.657012 -1.5 -0.2 0.1
N -1.514651 0.537607 1.249919 1.5 0.0 -0.8
Br 2.046344 -0.268739 -1.852780 0.2 -1.0 0.1
Br 0.038385 -2.628718 1.603258 0.4 -0.2 0.2
N -0.129997 1.403748 -0.323639 -4.7 0.9 3.5
H 2.350364 -1.686577 0.190764 1.6 0.4 1.0
H 0.500996 1.290928 -1.011384 2.3 0.3 -2.9
```
Forces are in eV/Å.

Output
* spin multiplicity: 1
* molar mass: 288.37 u
* relative energy (zero: lowest compared OMol25 entry of this formula, charge and spin): 77.3 kcal per mole
* charge: 0
* F_max: 5.91 eV Å⁻¹
* highest occupied orbital energy (alpha / beta): -9.1 / -8.9 eV
* Kohn-Sham gap (alpha / beta): 8.203 / 8.175 eV